(1)
This record from the Open Molecules 2025 dataset describes an isolated molecule of C5H7FO in a non-equilibrium geometry. The level of theory is wB97M-V/def2-TZVPD.

Values from the calculation:
Energy   -369.68827 hartree
F_max   9.89 eV/A
SMILES   C=C(F)/C=C(/C)O
Orbital gap   8.53 eV
LUMO level   0.421 eV

Structure (ORCA input):
```
! wB97M-V def2-TZVPD RIJCOSX def2/J DEFGRID3
* xyz 0 1
C -2.6578 0.6040 0.7245
C -1.6206 -0.0934 0.0292
F -2.2777 -1.3571 -0.3404
C -0.3177 -0.4630 0.0223
C 0.9048 0.0600 -0.0578
C 2.2108 -0.5808 -0.3771
O 0.9552 1.4164 -0.1548
H -2.5258 1.5121 1.1111
H -3.7073 0.5512 0.8255
H -0.3587 -1.4475 -0.2206
H 2.9633 -0.3337 0.4323
H 2.3620 0.0304 -1.3018
H 2.2102 -1.6580 -0.6133
H 1.8591 1.7596 -0.0789
*
```

Atom charges from the Mulliken analysis, given in e for atoms 1 to 4: C -0.99; C 0.40; F -0.33; C -0.21

(2)
This record from the Open Molecules 2025 dataset describes an isolated molecule of C5H7FO in a non-equilibrium geometry. The level of theory is wB97M-V/def2-TZVPD.

Values from the calculation:
Energy   -369.70240 hartree
F_max   6.03 eV/A
SMILES   F[C@H]1OC12CCC2
Orbital gap   10.46 eV
LUMO level   1.082 eV

Structure (ORCA input):
```
! wB97M-V def2-TZVPD RIJCOSX def2/J DEFGRID3
* xyz 0 1
F -2.8230 -0.4039 -0.4855
C -2.1001 0.1998 0.4738
O -1.1920 -0.6815 1.1258
C -0.4347 0.0862 0.2167
C 0.3121 -0.7079 -0.8579
C 1.6218 -0.1473 -0.2809
C 0.8441 0.9231 0.5381
H -2.6680 0.9546 0.9526
H 0.2646 -0.4403 -1.9512
H 0.0415 -1.8092 -0.6185
H 2.1290 -0.9901 0.3791
H 2.3095 0.2424 -1.0765
H 1.0388 0.9962 1.5459
H 0.6565 1.7778 0.0387
*
```

Atom charges from the Mulliken analysis, given in e for atoms 1 to 4: F -0.25; C 0.08; O -0.46; C 0.39

(3)
This record from the Open Molecules 2025 dataset describes a cluster of 2 separate species, C5H7FO2S in total in a non-equilibrium geometry. The level of theory is wB97M-V/def2-TZVPD.

Values from the calculation:
Energy   -843.13368 hartree
F_max   3.77 eV/A
SMILES   OC(O)=S.CC#CCF
Orbital gap   9.59 eV
LUMO level   0.446 eV

Structure (ORCA input):
```
! wB97M-V def2-TZVPD RIJCOSX def2/J DEFGRID3
* xyz 0 1
O 3.2079 -1.3373 0.3461
C 1.9831 -0.8041 0.0423
O 0.9758 -1.6227 0.2636
S 2.0339 0.8400 -0.4768
H 3.8096 -0.4366 0.1831
H 0.1909 -1.0391 0.1937
C -4.0409 -1.4326 -0.0588
C -3.0031 -0.4266 -0.2442
C -1.9933 0.2816 -0.1292
C -0.8432 1.1814 -0.0493
F -1.0154 2.4062 0.6540
H -3.7081 -2.2743 -0.7142
H -4.1348 -1.6352 0.9555
H -5.0760 -1.1197 -0.4634
H 0.0278 0.7763 0.4028
H -0.5989 1.5141 -1.0560
*
```

Atom charges from the Mulliken analysis, given in e for atoms 1 to 4: O -0.45; C 0.59; O -0.38; S -0.43

(4)
This record from the Open Molecules 2025 dataset describes a cluster of 3 separate species, C5H7I2NO2 in total in a non-equilibrium geometry. The level of theory is wB97M-V/def2-TZVPD.

Values from the calculation:
Energy   -995.30234 hartree
F_max   3.96 eV/A
SMILES   N/C=C/C=C/I.O=C=O.I
Orbital gap   7.83 eV
LUMO level   0.054 eV

Structure (ORCA input):
```
! wB97M-V def2-TZVPD RIJCOSX def2/J DEFGRID3
* xyz 0 1
N -0.3760 1.9236 -0.5800
C -0.3062 0.8035 0.2734
C -0.8853 -0.3278 -0.1447
C -1.0139 -1.4829 0.6188
C -1.1983 -2.7275 0.2053
I -0.7279 -4.3925 1.3364
H -0.5653 1.6109 -1.5497
H 0.4939 2.4367 -0.5044
H -0.0639 1.1108 1.2187
H -1.2150 -0.3759 -1.2509
H -0.9547 -1.3744 1.7576
H -1.6402 -2.9723 -0.7781
O 3.3321 -2.6350 -0.3989
C 2.7508 -2.1700 -1.2463
O 2.1767 -1.6917 -2.1091
I 0.5469 5.7818 0.9418
H -0.3537 6.4827 2.2100
*
```

Atom charges from the Mulliken analysis, given in e for atoms 1 to 4: N -0.47; C -0.10; C -0.29; C -0.25

(5)
This record from the Open Molecules 2025 dataset describes a cluster of 2 separate species, C5H7IN in total in a non-equilibrium geometry. The level of theory is wB97M-V/def2-TZVPD.

Values from the calculation:
Energy   -546.67988 hartree
F_max   4.22 eV/A
Orbital gap (spin up / spin down)   6.98 / 6.69 eV
LUMO level (spin up / spin down)   -6.239 / -6.173 eV

Structure (ORCA input):
```
! wB97M-V def2-TZVPD RIJCOSX def2/J DEFGRID3
* xyz 1 1
C 0.6587 -2.1038 -0.2071
C -0.0012 1.3892 -0.8210
C 1.1480 1.3165 0.2198
C -0.7733 -0.5757 1.0807
C 0.0119 0.4146 0.3764
N 0.1325 -1.0264 0.1773
I -4.5007 0.5337 -0.0248
H 1.4972 -2.2414 -1.0308
H 0.2690 -3.0521 0.3364
H -0.7152 2.2063 -0.7535
H 0.2105 1.1072 -1.9055
H 2.0476 0.7869 -0.0862
H 1.4021 2.2023 0.7666
H -1.3869 -0.9574 1.8719
*
```

Atom charges from the Mulliken analysis, given in e for atoms 1 to 4: C -0.10; C -0.54; C -0.49; C -0.41

(6)
This record from the Open Molecules 2025 dataset describes the ion C5H7IN5 with charge +1 in a non-equilibrium geometry. The level of theory is wB97M-V/def2-TZVPD.

Values from the calculation:
Energy   -765.82651 hartree
F_max   7.17 eV/A
SMILES   [NH3+]N1CN=Cc2n[nH]c(I)c21
Orbital gap   9.44 eV
LUMO level   -3.654 eV

Structure (ORCA input):
```
! wB97M-V def2-TZVPD RIJCOSX def2/J DEFGRID3
* xyz 1 1
N 2.0100 -0.6988 0.0689
N 1.0659 0.4573 -0.2487
C 0.6870 0.6471 -1.6530
N -0.2019 -0.3199 -2.2076
C -1.2204 -0.7134 -1.5658
C -1.4205 -0.1882 -0.1542
N -2.3752 -0.1903 0.7396
N -1.9550 0.3088 1.8267
C -0.6596 0.6049 1.7930
I 0.5528 1.2618 3.4315
C -0.2925 0.2631 0.5732
H 2.2570 -0.5549 1.0895
H 2.8463 -0.5681 -0.4090
H 1.5412 -1.6601 0.1005
H 1.5902 0.7943 -2.3168
H 0.1907 1.5341 -1.6437
H -1.9707 -1.3195 -2.0587
H -2.6452 0.3419 2.6347
*
```

Atom charges from the Mulliken analysis, given in e for atoms 1 to 4: N -0.22; N -0.16; C -0.55; N -0.48

(7)
This record from the Open Molecules 2025 dataset describes a structure of composition C5H7IS in a non-equilibrium geometry. The level of theory is wB97M-V/def2-TZVPD.

Values from the calculation:
Energy   -890.56258 hartree
F_max   2.10 eV/A
Orbital gap   9.30 eV
LUMO level   0.451 eV

Structure (ORCA input):
```
! wB97M-V def2-TZVPD RIJCOSX def2/J DEFGRID3
* xyz 0 1
C 1.0927 0.6159 -1.8497
C 1.9170 0.0576 -0.9527
C 0.9148 2.0346 -1.7054
C 1.4805 2.4986 -0.5938
C -0.2993 -0.5763 1.7966
S 2.3731 1.2787 0.2885
I 1.4775 4.4149 0.2015
H 0.6450 0.1940 -2.7143
H 2.0797 -0.9924 -0.8120
H 0.3374 2.6894 -2.2977
H -0.1209 -1.5419 1.2385
H -0.7905 -0.7037 2.7554
H -1.0294 -0.1192 1.1631
H 0.6447 0.0364 1.8801
*
```

Atom charges from the Mulliken analysis, given in e for atoms 1 to 4: C -0.35; C -0.54; C -0.42; C 0.06

(8)
This record from the Open Molecules 2025 dataset describes an isolated molecule of C5H7N. The level of theory is wB97M-V/def2-TZVPD.

Values from the calculation:
Energy   -249.41463 hartree
F_max   0.28 eV/A
SMILES   C1=C[C@@H]2N[C@@H]2C1
Orbital gap   10.11 eV
LUMO level   1.163 eV

Structure (ORCA input):
```
! wB97M-V def2-TZVPD RIJCOSX def2/J DEFGRID3
* xyz 0 1
C 0.6240 1.2058 0.0597
C -0.6188 1.1517 -0.4230
C -1.0657 -0.2646 -0.6028
N -1.1672 -1.1313 0.5769
C 0.0835 -1.1059 -0.1715
C 1.1786 -0.1747 0.3424
H 1.1836 2.1138 0.2610
H -1.2437 2.0069 -0.6612
H -1.7314 -0.5304 -1.4191
H -1.0768 -0.5832 1.4311
H 0.3614 -2.0160 -0.6963
H 2.1534 -0.3575 -0.1217
H 1.3190 -0.3147 1.4246
*
```

Atom charges from the Mulliken analysis, given in e for atoms 1 to 4: C -0.31; C -0.58; C -0.05; N -0.62